1.
{"formula": "C17H14HfN6O6S2", "method": "ωB97M-V/def2-TZVPD", "species": ["C", "N", "C", "H", "S", "H", "C", "Hf", "H", "H", "H", "O", "O", "S", "C", "N", "H", "C", "N", "C", "O", "H", "C", "N", "H", "C", "C", "C", "C", "H", "N", "O", "C", "O", "N", "H", "H", "C", "C", "H", "C", "O", "H", "C", "H", "C"], "xyz": [[-1.318255, 0.647095, 3.070660], [2.087363, -2.855298, -5.007268], [1.635468, -2.908912, -3.593481], [-3.855587, -0.250194, -0.784579], [-1.579627, 3.556417, -0.315705], [1.857324, -5.042960, -3.462288], [-4.490557, -0.650281, 1.225235], [-0.556254, 1.241191, 0.287722], [0.580130, -3.049068, 0.096962], [-0.112620, 0.615575, 6.224850], [1.757938, 1.808198, 5.056692], [1.459475, -6.418153, -1.525911], [2.201694, -1.750474, -5.497011], [-3.871970, -0.468050, 2.799122], [-1.258856, 0.396395, 4.434020], [1.385408, 2.848519, -0.257199], [-5.475677, -1.072464, 1.080406], [0.865418, -2.992079, -0.944024], [-0.479498, 5.669679, -1.407777], [0.880589, 1.477797, 4.519469], [0.622459, -5.419919, 0.198809], [2.070976, 3.000194, 0.476565], [1.284044, -1.732742, -2.976448], [1.093623, -5.440701, -0.918827], [0.250448, 6.268826, -1.764383], [1.586494, -4.129960, -2.950430], [-2.420298, 0.209384, 2.209213], [-3.626352, -0.209693, 0.270914], [1.182197, -4.140888, -1.629906], [1.308397, -0.807614, -3.535551], [1.027346, 4.099144, -0.771154], [0.071317, 0.478244, -1.543512], [-2.408279, 0.294281, 0.816172], [0.662636, -0.439923, 0.342829], [-0.305749, 1.317067, 2.450919], [1.853448, 2.329287, -0.996106], [1.770481, 4.693162, -1.110451], [0.554244, -0.559795, -0.935929], [0.770638, 1.701515, 3.177155], [-1.430577, 5.994295, -1.493511], [0.911224, -1.783760, -1.637048], [2.388935, -3.903205, -5.523829], [-2.071218, -0.137056, 4.910655], [-0.252560, 4.489385, -0.870281], [1.557862, 2.215339, 2.642912], [-0.163647, 0.812200, 5.161326]], "forces_ev_per_a": [[-0.031, 0.063, -0.063], [0.648, 0.056, 0.071], [-0.110, -0.025, -0.177], [0.014, 0.018, 0.017], [0.055, -0.125, 0.000], [-0.008, -0.021, -0.008], [-0.155, -0.061, -0.021], [-0.968, 1.202, 0.134], [-0.012, 0.007, -0.004], [-0.001, 0.000, -0.030], [-0.027, -0.005, -0.005], [0.056, 0.134, 0.076], [-0.256, -0.105, 0.019], [-0.012, -0.053, 0.182], [-0.115, -0.057, 0.103], [-0.013, -0.055, 0.005], [0.075, 0.020, 0.039], [0.071, 0.005, 0.104], [-0.129, 0.051, -0.035], [0.014, -0.024, 0.179], [0.148, 0.104, -0.067], [0.047, -0.032, 0.154], [-0.146, 0.149, -0.088], [-0.251, -0.213, -0.061], [0.012, 0.015, 0.010], [0.043, -0.101, -0.082], [0.048, 0.079, -0.150], [0.150, 0.032, 0.016], [0.077, -0.056, 0.091], [0.016, -0.007, 0.019], [-0.073, 0.097, -0.044], [0.283, -0.479, -0.330], [-0.228, 0.206, -0.231], [0.439, -0.578, -0.406], [0.304, -0.184, 0.799], [0.072, -0.108, -0.102], [0.052, 0.016, -0.034], [0.257, -0.204, -0.075], [-0.172, 0.042, -0.214], [-0.021, 0.031, -0.014], [-0.021, 0.071, 0.139], [-0.255, 0.045, 0.005], [0.043, 0.024, 0.010], [0.039, 0.012, 0.049], [0.026, 0.006, -0.044], [0.014, 0.007, 0.063]], "e_homo_ev": -14.55, "homo_lumo_gap_ev": 7.56, "lumo_ev": -6.9883, "charge": 2, "relative_energy_ev": 0.1433, "total_energy_ev": -62041.8486, "max_force_ev_per_a": 1.55}

---

2.
{"formula": "C17H14I2N2OS5V", "method": "ωB97M-V/def2-TZVPD", "species": ["S", "C", "C", "C", "C", "C", "H", "H", "C", "H", "H", "S", "C", "N", "C", "O", "S", "H", "C", "H", "C", "I", "C", "I", "H", "C", "H", "C", "H", "S", "C", "V", "H", "H", "C", "N", "H", "H", "H", "C", "S", "C"], "xyz": [[-3.304748, -3.195163, -0.021585], [0.494125, -2.061769, 1.367078], [1.768727, -1.379122, 0.971185], [1.218835, 3.052278, 0.213369], [-4.142478, -1.912450, 0.791254], [-2.910516, 1.737889, -2.078825], [-0.279172, 0.088797, 2.497066], [4.934514, 0.528031, -0.144339], [1.150976, 2.785836, -1.145107], [-2.549346, 2.439449, -2.828495], [-1.776937, 0.366616, 1.605347], [-2.614911, 0.081577, -2.737405], [-2.615162, -2.247856, -1.347813], [-0.097368, 0.801219, -0.706171], [3.176394, -0.521518, -0.773693], [1.162411, -1.679468, -1.291578], [-1.681375, -2.932235, -2.619849], [0.675488, 2.334509, 2.170360], [-2.935728, -0.884263, -1.292037], [0.457472, -2.184255, 2.453539], [-0.033170, 1.059672, 0.605597], [3.551408, -0.223649, -2.801187], [-0.730628, 0.070714, 1.500754], [5.076185, 0.608147, 2.951698], [-2.368806, 1.896432, -1.148719], [4.051652, -0.009987, 0.172313], [0.442588, 1.369324, -2.604828], [2.643520, -0.873312, 1.916612], [1.747721, 3.923499, 0.576772], [-4.915981, -2.089681, 2.219854], [3.782333, -0.187032, 1.520084], [-0.735990, -1.198335, -1.279712], [-1.518520, -1.787310, 1.204034], [2.426415, -1.007905, 2.969912], [0.620275, 2.176139, 1.101666], [-0.689279, -1.276667, 0.910768], [-3.976357, 1.898709, -1.928309], [0.415640, -3.044604, 0.898580], [1.621920, 3.429658, -1.873775], [2.015332, -1.217983, -0.409841], [-4.049657, -0.378530, -0.026060], [0.492189, 1.644601, -1.558517]], "forces_ev_per_a": [[-0.020, -0.061, -0.039], [-0.042, 0.052, 0.001], [0.006, -0.027, -0.048], [0.014, 0.015, 0.008], [0.035, 0.059, 0.070], [0.019, 0.012, 0.051], [-0.008, -0.010, 0.002], [-0.003, 0.000, -0.009], [-0.010, -0.018, -0.031], [-0.002, -0.003, -0.008], [-0.007, -0.013, -0.027], [0.111, -0.140, 0.093], [0.012, 0.016, 0.140], [0.112, 0.031, 0.072], [0.073, 0.029, -0.018], [-0.037, -0.015, 0.028], [0.107, -0.128, -0.089], [0.002, 0.013, -0.002], [0.112, 0.063, -0.014], [0.006, -0.011, -0.001], [0.005, 0.012, -0.007], [-0.004, -0.005, 0.008], [0.033, -0.016, -0.025], [-0.009, -0.002, 0.000], [-0.004, -0.006, -0.007], [-0.015, -0.002, -0.028], [-0.002, 0.001, -0.005], [0.022, 0.027, 0.044], [-0.004, -0.002, 0.007], [-0.018, -0.017, -0.039], [-0.032, -0.023, 0.011], [-0.410, 0.290, -0.190], [0.004, 0.016, 0.013], [0.012, 0.002, 0.001], [-0.009, -0.022, 0.016], [-0.011, -0.068, 0.030], [-0.002, -0.001, -0.009], [0.011, -0.001, -0.006], [0.005, -0.002, 0.002], [-0.037, -0.015, 0.030], [-0.019, -0.027, -0.004], [0.004, -0.004, -0.023]], "multiplicity": 2, "s_squared": 0.9841, "e_homo_ev": [-7.79, -6.86], "homo_lumo_gap_ev": [7.37, 6.43], "lumo_ev": [-0.4172, -0.4227], "charge": 0, "relative_energy_ev": 0.0000, "total_energy_ev": -118950.7430, "max_force_ev_per_a": 0.54}

---

3.
{"formula": "C17H14MnN6O8S", "method": "ωB97M-V/def2-TZVPD", "species": ["C", "N", "N", "H", "C", "C", "H", "O", "H", "H", "H", "C", "H", "O", "S", "N", "O", "C", "C", "O", "C", "C", "H", "H", "O", "N", "C", "N", "H", "H", "C", "H", "H", "C", "C", "O", "O", "O", "Mn", "C", "H", "C", "C", "N", "C", "C", "H"], "xyz": [[-3.398013, 0.031188, 2.378751], [0.998862, 2.324906, -2.150701], [-1.096424, 2.456623, -1.006613], [-3.844390, 0.837986, 4.000769], [3.465061, 0.044323, -1.310820], [2.454084, -0.853007, 0.690022], [1.589270, -1.265456, 1.192398], [-3.742710, -0.062217, 3.653979], [1.671498, 4.055048, -3.009462], [-2.063236, 4.265316, -0.912076], [-3.922825, -2.687835, 3.103848], [4.743688, -0.095573, 0.729094], [-2.869390, -4.120458, -0.816452], [-2.575353, -0.294044, -1.979542], [0.861698, -0.706941, -1.514200], [-0.082744, 0.506581, -1.030569], [1.127335, -0.652057, -2.922621], [0.000311, 1.782057, -1.454774], [2.375281, -0.507975, -0.654169], [-0.594880, -0.331337, 2.185701], [-3.372061, -3.581005, 1.210411], [-0.219803, 4.385473, -2.036466], [5.504602, 0.668672, -1.129307], [3.702848, -0.914328, 2.423421], [-2.010993, -2.297499, -2.771531], [5.943572, 0.065489, 1.411483], [-2.353451, -1.466229, -1.793843], [-2.695568, -1.047821, 0.468534], [-0.293246, 5.433525, -2.281343], [-3.625261, -4.589856, 1.506381], [4.646363, 0.244752, -0.621460], [3.372796, 0.315079, -2.353456], [-1.304231, -2.878699, -2.442916], [3.633978, -0.648619, 1.375269], [-2.618331, -2.022396, -0.418822], [-0.716924, 1.680633, 1.598100], [0.207454, -1.898419, -0.995223], [-3.315389, 1.078472, 1.771179], [-1.764822, 0.796718, 0.064204], [-1.191985, 3.744297, -1.290848], [6.572114, 0.750949, 1.025918], [0.863363, 3.612857, -2.435746], [-2.935195, -3.328227, -0.084219], [-0.274539, 0.835642, 2.430374], [-3.184727, -1.266965, 1.675792], [-3.532901, -2.532604, 2.108552], [5.865210, 0.132981, 2.412998]], "forces_ev_per_a": [[0.018, 0.014, 0.011], [-0.006, -0.022, -0.013], [0.111, -0.100, 0.022], [0.001, -0.003, 0.008], [0.002, -0.001, 0.010], [0.006, 0.024, -0.016], [-0.009, -0.004, 0.014], [-0.006, -0.005, -0.014], [-0.006, 0.011, 0.001], [0.002, -0.003, 0.003], [0.001, 0.003, -0.002], [0.007, -0.004, -0.002], [0.005, 0.011, -0.010], [-0.006, 0.000, -0.014], [0.025, 0.028, 0.069], [-0.130, -0.133, -0.023], [-0.001, 0.009, -0.026], [0.055, 0.110, 0.004], [-0.021, -0.011, -0.008], [0.026, 0.141, -0.050], [0.014, 0.015, -0.043], [0.001, -0.006, -0.002], [0.000, -0.001, 0.000], [-0.003, 0.000, -0.001], [0.066, -0.013, -0.009], [-0.010, 0.009, 0.000], [-0.013, 0.039, 0.072], [0.196, 0.117, 0.031], [0.002, 0.000, -0.001], [0.002, 0.000, 0.004], [0.001, 0.001, -0.006], [0.003, 0.001, 0.003], [-0.004, -0.009, 0.010], [-0.004, -0.005, 0.015], [0.029, 0.015, -0.032], [-0.125, -0.408, -0.179], [-0.059, 0.006, -0.046], [0.010, 0.013, -0.018], [-0.169, 0.159, -0.030], [-0.040, 0.031, 0.021], [0.002, -0.004, 0.000], [0.003, -0.016, 0.005], [-0.027, -0.036, 0.033], [0.069, 0.057, 0.167], [-0.008, -0.043, 0.017], [-0.012, 0.017, 0.024], [0.001, -0.003, 0.000]], "multiplicity": 2, "s_squared": 1.0265, "e_homo_ev": [-7.85, -7.80], "homo_lumo_gap_ev": [7.11, 7.12], "lumo_ev": [-0.7387, -0.6878], "charge": 0, "total_energy_ev": -85330.7458, "max_force_ev_per_a": 0.46}

---

4.
{"formula": "C17H14N3O9P", "method": "ωB97M-V/def2-TZVPD", "species": ["O", "H", "O", "C", "C", "C", "O", "H", "O", "C", "O", "C", "H", "O", "O", "H", "H", "H", "C", "H", "C", "C", "H", "H", "N", "O", "C", "C", "C", "H", "N", "H", "C", "C", "P", "H", "O", "N", "C", "H", "C", "C", "H", "C"], "xyz": [[-3.929986, 0.035223, 1.941154], [-1.019609, 2.823130, -2.853246], [2.435371, 2.327263, -2.167082], [-2.772320, 2.601397, -1.631372], [-1.365126, 0.680078, -0.330102], [1.781696, 2.065693, 0.102873], [-5.650339, 3.335634, -1.269692], [2.385099, 1.232509, 0.488449], [1.698770, -4.715299, 1.816395], [2.761440, -4.104852, 1.593367], [4.046662, -0.796257, 0.767097], [-2.995488, 0.001108, 1.182096], [1.956333, -2.144566, 1.225066], [-6.011297, 1.134691, -0.349667], [0.327304, -0.587684, 0.775268], [-1.818852, -1.486815, 2.030206], [-4.368556, 3.085343, 1.827586], [-5.120759, 4.138182, -1.324785], [5.296060, -4.180630, 1.328080], [0.821039, 2.056567, 0.608156], [2.856482, -2.740474, 1.274789], [-3.411911, 1.939703, -0.578726], [-5.488719, 0.390410, -0.664677], [6.208479, -4.772652, 1.340574], [-5.233351, 3.068165, 1.304286], [4.101902, -6.074544, 2.021596], [-2.667464, 0.952725, 0.056448], [1.002134, -0.377312, -1.950223], [1.648893, 1.872843, -1.379292], [1.722442, -0.639123, -1.171520], [0.568182, 1.040938, -1.871202], [-3.303939, 3.367022, -2.178653], [4.040120, -2.024484, 1.005014], [-1.474932, 2.298856, -2.024760], [-5.089296, 2.411301, -0.081376], [1.492348, -0.524192, -2.911372], [6.424873, -2.214750, 0.674940], [-1.957313, -0.933983, 1.194056], [5.381017, -2.819246, 0.985255], [2.300618, 3.003877, 0.279044], [-0.728818, 1.311466, -1.385151], [4.113715, -4.880919, 1.672478], [0.138790, -1.032251, -1.873563], [-0.823698, -0.358822, 0.571975]], "forces_ev_per_a": [[-0.049, -0.095, -0.231], [0.011, -0.005, -0.062], [-0.102, -0.128, 0.057], [0.162, 0.039, 0.002], [-0.204, -0.220, -0.127], [-0.001, 0.027, -0.153], [0.155, -0.133, -0.377], [0.033, -0.082, 0.014], [-0.003, 0.055, -0.016], [0.179, -0.183, 0.030], [0.031, 0.156, -0.129], [-0.077, -0.121, -0.054], [-0.196, -0.128, 0.121], [0.001, -0.033, -0.115], [-0.261, -0.316, 0.364], [0.027, -0.121, -0.043], [-0.135, -0.120, 0.214], [-0.257, 0.224, 0.166], [0.012, -0.239, 0.036], [-0.058, -0.011, 0.088], [-0.062, 0.417, -0.142], [-0.203, -0.080, -0.055], [-0.107, -0.131, 0.022], [0.060, 0.108, 0.003], [0.178, 0.196, -0.408], [-0.110, -0.041, -0.008], [0.097, -0.031, -0.135], [0.440, 0.129, -0.149], [0.194, 0.430, -0.298], [-0.119, -0.053, 0.092], [-0.323, -0.413, 0.364], [-0.019, 0.003, -0.076], [-0.130, -0.144, 0.002], [-0.229, 0.284, 0.095], [0.160, 0.079, 0.721], [-0.103, -0.029, -0.082], [0.030, -0.039, 0.013], [0.153, 0.559, 0.610], [-0.116, 0.133, -0.001], [0.079, -0.018, 0.071], [0.506, 0.224, -0.146], [0.137, 0.036, -0.021], [-0.009, -0.029, -0.046], [0.229, -0.155, -0.208]], "e_homo_ev": 0.07, "homo_lumo_gap_ev": 2.77, "lumo_ev": 2.8353, "charge": -2, "relative_energy_ev": 0.0000, "total_energy_ev": -50044.2146, "max_force_ev_per_a": 0.84}